Record 1
Molecular formula: C48H58N4O4PSSiSr
Method: DFT, ωB97M-V/def2-TZVPD

The geometry in XYZ format:
```
118
Properties=species:S:1:pos:R:3:forces:R:3:mulliken_charge:R:1
Sr -20.0460 -10.1416 -10.7292 0.5685 0.2288 0.6894 1.63
C -23.6940 -4.5566 -10.6617 -0.5858 2.4254 0.5228 -1.03
C -23.0927 -5.2563 -9.5352 2.7726 -0.1668 2.6882 0.50
C -21.7644 -4.9313 -8.9336 -2.1575 -0.8709 -1.6434 -0.53
C -21.1409 -5.9634 -8.2923 0.8234 -0.7741 0.7681 -0.83
C -21.7205 -7.2433 -8.2889 -1.0772 -0.3505 -0.0799 -0.87
C -23.0715 -7.3337 -8.6263 2.1918 -0.7275 0.1818 0.37
N -23.7480 -6.2824 -9.0250 -1.2301 0.0837 -2.4224 -0.41
C -23.6457 -8.6843 -8.9514 0.0344 1.2021 0.5497 0.74
C -24.9988 -8.9478 -8.7927 -0.7924 -1.2108 1.0233 -0.68
C -25.4358 -10.2659 -9.0033 1.2640 1.2658 -0.6768 -0.76
C -24.5114 -11.1437 -9.5550 -0.0470 -0.7348 -0.4089 -0.76
C -23.2075 -10.7737 -9.7838 -0.4349 1.9398 0.4136 0.87
N -22.7696 -9.5360 -9.4601 0.7255 -1.3108 -0.5468 0.13
C -22.2784 -11.7672 -10.3280 -0.1180 -2.2967 -0.4346 -0.20
C -22.6519 -12.5469 -11.4580 -0.1915 0.3032 0.2181 -0.63
C -22.0318 -13.7853 -11.6198 1.2397 0.5200 0.8082 -0.71
C -20.9952 -14.1368 -10.7200 -0.8791 -1.5691 -1.2294 -0.68
C -20.5410 -13.2876 -9.7389 -3.1573 1.9068 -1.4840 0.84
C -19.3787 -13.5956 -8.9809 1.8659 0.0547 2.3373 -1.25
N -21.2302 -12.1012 -9.5390 0.7582 -0.7124 -0.3197 -0.56
H -23.0912 -4.6255 -11.6068 -0.9910 -0.5315 0.7156 0.21
H -23.5313 -3.4927 -10.3681 -0.5730 -0.1977 -0.6091 0.32
H -24.7986 -4.7818 -10.6322 1.2999 0.2126 -0.8553 0.33
H -21.2434 -3.9947 -9.0725 -0.2640 0.1460 -0.1131 0.41
H -20.1703 -5.8193 -7.8050 -0.2756 -0.0085 -0.3160 0.51
H -21.2572 -8.2020 -8.0727 0.4989 0.5531 0.4357 0.97
H -25.6406 -8.1979 -8.3186 0.2573 -0.2314 -0.4449 0.44
H -26.4290 -10.6043 -8.8393 -0.7058 0.0151 0.2553 0.49
H -24.7508 -12.1500 -9.8587 -0.4580 -0.1600 0.2603 0.47
H -23.4593 -12.2123 -12.1448 0.6327 -0.2591 0.7182 0.56
H -22.2743 -14.4434 -12.4420 -0.1644 -0.0536 0.0700 0.50
H -20.5506 -15.1535 -10.7651 -0.2771 0.8540 -0.1948 0.40
H -19.3305 -14.6760 -8.6797 0.0854 1.0796 -0.3077 0.40
H -19.3419 -12.9310 -8.0853 0.1078 -0.7245 -0.4117 0.44
H -18.5014 -13.3300 -9.5843 0.1661 -0.3743 0.1736 0.23
O -20.3126 -8.1951 -12.0474 0.5847 0.4550 0.0961 -0.45
N -18.8385 -8.1856 -11.9308 -2.7563 -0.8509 -0.0045 0.32
C -18.3744 -7.0752 -12.2493 1.1131 2.5730 -0.4935 -0.41
C -16.9412 -6.9100 -12.4789 1.5277 -1.1891 -0.5825 -0.10
C -16.3861 -5.6549 -12.8258 -1.8276 -0.6515 0.3043 -0.88
C -15.0819 -5.5456 -13.2436 0.4902 -0.3559 -0.1197 -0.65
C -14.3408 -6.6777 -13.4973 0.0381 -1.3993 0.7708 -0.70
C -14.7943 -7.9397 -13.0717 -0.7787 -0.1006 0.2860 -0.23
C -16.0980 -8.1135 -12.5556 0.3424 2.5835 -0.8210 0.33
P -16.7506 -9.7568 -12.3111 0.0880 -1.3152 2.0980 0.40
C -15.2573 -10.8226 -12.2045 -1.1075 -1.1040 -1.8267 0.19
C -15.0352 -11.9936 -12.9322 1.2719 -0.3390 -0.1936 -0.55
C -13.8336 -12.7104 -12.7194 0.4743 0.5467 0.1290 -0.59
C -12.8758 -12.2750 -11.7660 -1.2118 -0.4777 -0.4698 -0.54
C -13.1863 -11.1549 -11.0073 0.2573 -0.5531 -0.0104 -0.74
C -14.3699 -10.4942 -11.2390 -0.0975 1.5159 1.5722 0.09
C -17.6356 -10.0683 -13.8251 -0.7697 0.8119 -1.4032 0.99
C -18.4489 -11.2142 -13.8328 1.1567 -0.4576 1.4141 -0.55
C -18.9419 -11.7379 -15.0117 0.2648 -0.0635 0.1172 -0.71
C -18.6737 -11.0916 -16.1963 -0.4824 0.6074 -0.3701 -0.65
C -18.1519 -9.7938 -16.1715 -0.1500 0.3389 0.8474 -0.61
C -17.6573 -9.2164 -14.9755 -0.4830 -2.3675 -0.6702 -0.53
H -20.5924 -7.3158 -12.3425 -0.2941 -0.0813 0.0546 0.22
H -19.0635 -6.2048 -12.4058 0.7003 -0.5381 -0.0621 0.38
H -17.0818 -4.8060 -12.8950 0.5606 -0.1650 0.4522 0.34
H -14.5732 -4.6177 -13.3409 -0.1681 0.8690 -0.5140 0.45
H -13.3833 -6.6464 -13.9942 0.1977 0.2998 0.1929 0.45
H -14.1469 -8.8295 -13.0929 -0.2715 0.6585 -0.3943 0.36
H -15.7210 -12.3268 -13.6955 -0.0945 -0.0294 -0.1378 0.44
H -13.5323 -13.5589 -13.3454 -0.5964 0.2176 0.2718 0.36
H -11.9971 -12.8929 -11.5657 -0.1752 0.4342 -0.1988 0.39
H -12.5427 -10.8271 -10.2154 0.2314 0.1064 0.2540 0.46
H -14.7236 -9.6694 -10.6162 0.8031 0.0180 0.2365 0.48
H -18.4617 -11.8179 -12.8648 -0.1762 0.5732 -1.2767 0.49
H -19.4726 -12.6631 -15.0033 -0.2606 -0.5232 -0.0342 0.52
H -18.9923 -11.5332 -17.1395 0.0562 0.1663 0.2012 0.39
H -18.2315 -9.2174 -17.0860 0.4121 0.0717 0.0653 0.40
H -17.2848 -8.2114 -15.0205 0.4055 0.1908 0.2974 0.44
C -13.9032 -9.6156 -2.4526 0.2471 -0.8806 -1.7655 -1.27
C -13.5191 -10.9189 -3.2754 -2.2810 -0.9155 -1.3627 1.42
C -12.8355 -12.1653 -2.5776 -1.6456 1.7112 0.6597 -1.42
C -12.8426 -10.6113 -4.6046 2.0653 3.3643 1.0436 -1.61
O -14.7846 -11.4240 -3.8532 0.6277 0.3448 2.1724 -0.01
Si -16.3670 -11.2668 -3.2560 1.3150 3.5344 -3.4898 -0.22
S -17.0168 -9.7975 -4.5401 -0.5229 -0.8089 -2.9238 -0.66
O -16.5032 -12.7338 -2.8060 -1.3934 -5.4069 0.8540 -0.59
C -16.8292 -14.0310 -3.3861 0.1308 2.7726 0.1071 1.67
C -18.3141 -14.2245 -3.0412 0.0473 -0.0547 0.0963 -1.37
C -16.0280 -15.0971 -2.6686 0.0610 -1.3751 -1.6199 -1.68
C -16.5406 -13.8161 -4.9466 0.1072 -0.9487 1.5240 -1.45
O -17.1229 -10.6224 -2.0271 0.1148 0.4893 3.2937 0.08
C -18.2185 -9.8609 -1.6529 -1.7133 -0.5154 0.2683 1.74
C -19.6224 -10.6498 -1.9779 1.9207 0.0758 1.7696 -1.23
C -18.2305 -8.4639 -2.3423 -1.0862 0.8482 0.8294 -1.68
C -18.0926 -9.7789 -0.0896 0.1681 0.4304 -0.0888 -1.81
H -14.4233 -8.9956 -3.2502 0.3414 -0.5999 1.2821 0.32
H -12.9550 -9.1575 -2.2504 0.4368 0.6490 0.6129 0.49
H -14.5287 -9.7382 -1.5372 0.5405 -0.1743 -0.7847 0.17
H -11.8841 -11.9502 -2.1022 0.2722 0.0561 -0.1710 0.42
H -12.8111 -13.0248 -3.2316 0.2427 0.0414 -0.4390 0.29
H -13.5530 -12.4121 -1.7913 0.1743 -0.2381 0.2106 0.31
H -13.2440 -11.1484 -5.4115 -0.3097 -1.0800 -0.7753 0.33
H -12.8460 -9.5213 -4.9297 -0.8066 -0.9475 0.5753 0.29
H -11.7744 -10.6917 -4.4749 0.7044 -0.7727 -0.2869 0.44
H -18.4158 -14.0020 -1.9339 -0.0464 -0.1493 -1.3535 0.30
H -18.6051 -15.3065 -3.1956 -0.1151 1.2788 -0.1913 0.40
H -18.8564 -13.4517 -3.6593 -0.0190 -1.1363 0.7794 0.21
H -16.2782 -15.3073 -1.6150 0.2597 0.8223 -0.3581 0.34
H -14.9573 -14.9877 -2.8947 -0.2427 0.0278 0.5668 0.32
H -16.3539 -16.0298 -3.1877 0.4328 0.2375 0.2700 0.46
H -17.3652 -13.2859 -5.4240 -0.1248 -0.1276 0.1377 0.34
H -16.4220 -14.8190 -5.3307 -0.0085 -0.2780 -0.7467 0.47
H -15.6302 -13.2176 -5.1376 -0.3442 -0.4679 0.4434 0.21
H -19.5253 -11.6059 -2.4738 0.4954 -0.0868 -0.2384 0.01
H -20.3005 -10.0557 -2.5260 -0.7282 0.7940 -0.5748 0.33
H -20.0252 -10.8642 -0.9790 -0.3344 -0.0253 -0.3887 0.42
H -18.4157 -7.6106 -1.6556 -0.0311 -0.6144 0.2418 0.39
H -19.0431 -8.4088 -3.0799 0.4127 -0.0616 0.0959 0.36
H -17.3188 -8.2314 -2.8697 0.1965 -0.1383 0.1851 0.34
H -18.9785 -9.6312 0.5479 -0.1938 0.0238 -0.7777 0.41
H -17.4745 -8.9173 0.1018 0.5300 0.3213 0.3038 0.44
H -17.5777 -10.6521 0.3230 -0.0845 -0.0206 -0.3952 0.38
```
Positions in Å, forces in eV/Å.

Results
- Largest force on an atom: 5.648 eV Å⁻¹
- Relative energy (zero: lowest compared OMol25 entry of this formula, charge and spin): 4.041 eV
- Molar mass: 933.763 g mol⁻¹
- Net charge: +1
- LUMO (spin up / spin down): -4.0767 / -4.0751 eV
- DFT total energy: -3443.2259 hartree
- Spin multiplicity: 1


Record 2
Molecular formula: C48H59N7O2PdS
Method: DFT, ωB97M-V/def2-TZVPD

The geometry in XYZ format:
```
118
Properties=species:S:1:pos:R:3:forces:R:3:mulliken_charge:R:1
Pd 0.5088 0.0580 -0.3079 1.1165 2.4971 0.9133 0.17
C 1.1894 5.1330 -1.1234 -0.0337 0.0713 -0.1419 -0.97
C 0.9689 5.4905 -2.5786 0.1142 0.0312 0.1433 1.29
C 0.7511 6.8288 -2.9184 -0.0259 -0.0256 0.0029 -0.82
C 0.6717 7.2556 -4.2341 0.0252 -0.0590 0.0049 -0.71
C 0.8352 6.3302 -5.2596 0.0348 0.0462 0.0109 -0.50
C 1.0143 4.9941 -4.9508 -0.0624 -0.0925 -0.0461 -0.79
C 1.0496 4.5601 -3.6231 0.0075 -0.1141 -0.0314 0.07
N 1.2424 3.1725 -3.3964 0.1493 0.2954 -0.0642 0.37
C 0.6745 2.4025 -2.4103 -0.3124 0.0226 -0.4219 -0.89
N -0.5005 2.8793 -1.9603 -0.2122 -0.0526 0.0289 0.14
C -1.1491 2.5927 -0.7504 0.0565 0.2725 0.0475 1.17
C -0.6634 1.6731 0.1656 -0.1362 -1.6119 -0.2900 -0.91
C -1.3425 1.5289 1.3693 -0.2281 0.4532 0.2846 -0.56
C -2.4896 2.2578 1.6447 0.0288 0.1604 -0.0668 -1.02
C -2.9790 3.1503 0.6998 -0.0295 -0.0013 0.0085 -0.79
C -2.3097 3.3443 -0.4987 -0.0768 0.1574 0.0792 1.13
C -2.8239 4.3412 -1.5135 0.0511 -0.0716 0.0578 -1.56
N 1.1665 1.2705 -2.0486 0.3194 -0.7767 0.8586 1.00
C 2.4366 0.8999 -2.5922 -0.0901 0.0237 -0.1556 -1.92
C 3.6010 1.5428 -2.1898 0.0840 0.0039 0.0958 0.49
C 4.8312 1.1561 -2.7073 -0.0808 0.0271 0.0184 -0.94
C 4.8923 0.1318 -3.6420 -0.0195 0.0144 0.0325 -0.76
C 3.7239 -0.5037 -4.0448 -0.0252 0.0059 -0.0013 -0.82
C 2.4838 -0.1358 -3.5310 -0.1731 -0.0019 -0.1496 1.96
C 1.2043 -0.8112 -3.9657 0.2061 0.1056 -0.0722 -1.37
H 1.7900 5.9111 -0.6517 -0.0069 0.0011 -0.0079 0.57
H 1.7159 4.1862 -1.0036 -0.0085 0.0424 -0.0043 0.01
H 0.2531 5.0609 -0.5643 0.0134 -0.0427 -0.0316 0.20
H 0.6723 7.5549 -2.1139 0.0229 -0.0606 -0.0676 0.44
H 0.5127 8.3043 -4.4584 0.0143 -0.0855 0.0180 0.39
H 0.8225 6.6483 -6.2971 -0.0251 -0.0428 0.1107 0.38
H 1.1362 4.2596 -5.7432 -0.0811 0.0789 0.0924 0.42
H 1.8584 2.6845 -4.0219 0.2063 -0.0214 -0.0210 0.38
H -0.8335 3.6877 -2.4538 -0.0677 0.0551 -0.0464 0.17
H -0.9583 0.8449 2.1080 -0.1212 -0.0103 -0.0152 0.92
H -3.0051 2.1286 2.5900 0.0311 0.0056 -0.0269 0.44
H -3.8875 3.7113 0.8971 0.0603 -0.0161 -0.0318 0.35
H -3.7591 4.7808 -1.1670 0.0432 -0.0181 -0.0229 0.40
H -3.0165 3.8700 -2.4844 0.0089 0.0542 0.0704 0.37
H -2.1181 5.1677 -1.6756 -0.0645 -0.0748 -0.0033 0.28
H 3.5366 2.3285 -1.4415 0.0066 -0.0891 -0.0790 0.44
H 5.7366 1.6486 -2.3704 -0.0679 -0.0259 -0.0400 0.42
H 5.8474 -0.1704 -4.0586 -0.0834 -0.0009 0.0524 0.40
H 3.7730 -1.3053 -4.7760 -0.0188 0.0419 0.0518 0.43
H 1.4033 -1.5968 -4.6998 0.0077 0.0905 0.0932 0.43
H 0.5081 -0.0915 -4.4094 0.0621 -0.0685 0.0274 0.36
H 0.6837 -1.2389 -3.1101 -0.0588 -0.0254 0.0403 0.00
C 3.8625 -5.9308 -3.8699 0.1038 -0.0059 0.0263 -1.52
C 3.2256 -5.4758 -2.5584 0.1087 0.0483 -0.1372 0.27
C 2.7792 -4.0159 -2.6129 -0.1095 -0.0725 -0.1002 -0.52
C 1.8685 -3.6278 -1.4592 0.4193 -0.2212 0.1390 0.37
N 2.5801 -3.5818 -0.1853 -0.1873 -0.0436 -0.2073 0.68
C 2.8383 -2.4749 0.5335 0.4465 0.0155 0.1316 -0.04
S 2.9182 -0.9009 -0.1403 -0.2842 -0.7062 -0.0178 -0.20
N 3.1720 -2.7286 1.8087 -0.0433 0.5931 0.1857 0.66
C 3.4169 -1.7469 2.8761 0.1975 -0.3825 -0.2816 -0.36
C 4.6387 -2.1208 3.7121 0.0390 0.0106 -0.1527 -0.88
C 5.9820 -1.7624 3.0695 -0.0477 -0.1339 -0.1342 -0.51
C 6.3775 -2.6381 1.8768 0.0245 0.0748 0.0071 -0.80
H 4.2692 -6.9435 -3.7898 -0.0455 0.1038 -0.0276 0.42
H 4.6827 -5.2611 -4.1571 -0.1168 -0.1109 0.0419 0.33
H 3.1272 -5.9260 -4.6800 0.0682 0.0215 0.0427 0.34
H 3.9443 -5.6106 -1.7428 -0.1088 -0.0241 0.0307 0.30
H 2.3570 -6.1102 -2.3396 0.0635 0.0145 0.0432 -0.10
H 2.2276 -3.8450 -3.5484 0.0935 -0.0021 0.0836 0.41
H 3.6519 -3.3535 -2.6115 -0.0961 0.0020 -0.0839 0.15
H 1.0556 -4.3566 -1.3665 0.0276 0.0710 0.0511 0.30
H 1.4212 -2.6642 -1.6242 -0.1522 0.4117 0.0143 -1.16
H 2.6357 -4.4571 0.3162 -0.0340 -0.0299 -0.0095 -0.29
H 3.0819 -3.6865 2.1149 0.0247 0.0018 0.0091 -0.28
H 2.5302 -1.6865 3.5054 -0.0781 -0.0160 0.0320 -0.04
H 3.5566 -0.7811 2.4056 -0.0401 0.1510 -0.1010 0.64
H 4.6103 -3.1965 3.9367 0.0129 0.0952 0.0734 0.14
H 4.5548 -1.5939 4.6655 -0.0223 -0.0425 0.0194 0.45
H 6.7586 -1.8360 3.8349 0.0296 0.0415 -0.0149 0.37
H 5.9457 -0.7159 2.7474 0.0276 -0.0371 0.0716 0.27
H 6.4550 -3.6913 2.1727 -0.0590 0.1118 -0.0578 0.24
H 7.3519 -2.3300 1.4833 -0.1004 -0.0599 0.0561 0.40
H 5.6546 -2.5579 1.0607 0.0838 -0.0328 0.0836 0.04
C 1.9676 -8.9127 0.0024 0.0311 0.1244 -0.0457 -1.46
C 2.2611 -7.8093 0.9878 0.0510 0.0376 -0.0532 1.56
C 3.4099 -7.8705 1.7742 0.0100 -0.0367 0.0674 -1.13
C 3.6601 -6.8950 2.7295 -0.0023 0.0302 -0.0537 -1.44
C 2.7685 -5.8461 2.8955 0.0578 -0.1399 0.0735 -0.40
C 1.6261 -5.7508 2.0922 -0.0374 0.0590 0.1959 -0.93
N 0.7704 -4.6487 2.2034 0.0307 -0.4349 0.4827 0.17
C 0.4820 -3.9239 3.3539 -0.0427 -0.0072 -0.1724 0.81
C 0.5006 -4.4942 4.6342 0.0165 0.0131 -0.0362 -0.70
C 0.0910 -3.7605 5.7363 -0.0056 0.0710 -0.0947 -0.66
C -0.3284 -2.4388 5.5994 0.0668 -0.0244 -0.0343 -0.97
C -0.3028 -1.8549 4.3411 0.0298 -0.1420 -0.0683 -0.15
C 0.0911 -2.5756 3.2139 -0.0935 0.2222 0.0577 0.15
C 0.1067 -1.9007 1.8589 0.1473 0.2701 0.2370 1.30
O 0.2487 -0.6285 1.8513 0.0730 -1.1880 -0.9383 -1.08
O 0.0083 -2.6253 0.8413 -0.2751 0.5899 -0.0440 -0.63
C 1.3716 -6.7345 1.1217 -0.0990 -0.0464 -0.1409 1.25
C 0.1277 -6.6777 0.2583 0.1254 -0.1103 0.1442 -1.97
H 2.7031 -9.7109 0.0887 -0.0067 0.0023 -0.0021 0.42
H 1.9888 -8.5432 -1.0292 -0.0159 -0.0423 0.0980 0.25
H 0.9758 -9.3396 0.1739 0.0542 0.0185 -0.0258 0.34
H 4.1058 -8.6970 1.6468 -0.1292 0.1166 0.0130 0.37
H 4.5600 -6.9431 3.3356 -0.1289 -0.0080 -0.0307 0.44
H 2.9415 -5.0944 3.6615 0.0085 -0.0914 -0.0730 0.69
H 0.5049 -4.1319 1.3649 -0.1283 0.0249 -0.1070 0.23
H 0.8135 -5.5265 4.7504 -0.0763 0.0791 0.0020 0.47
H 0.0826 -4.2329 6.7120 0.0232 0.0196 -0.0347 0.41
H -0.6605 -1.8734 6.4632 0.0487 -0.0485 -0.0808 0.44
H -0.5904 -0.8193 4.2018 0.0282 -0.0353 0.0202 0.34
H -0.3428 -5.6985 0.2761 -0.0144 0.0079 0.0012 0.21
H -0.6146 -7.4038 0.6133 0.0803 0.0767 -0.0521 0.40
H 0.3548 -6.9315 -0.7802 -0.0116 0.0355 0.0689 0.46
C -3.1586 -1.5939 0.3353 0.2528 0.0736 -0.1811 -1.07
C -2.2091 -1.1458 -0.6894 -0.4416 -0.2333 0.5175 0.71
N -1.4119 -0.7648 -1.4204 -0.5036 -0.3464 -0.7351 -0.50
H -3.0488 -2.6668 0.4865 0.0115 0.0195 -0.0328 0.30
H -4.1806 -1.3614 0.0385 0.0546 0.0017 -0.0041 0.42
H -2.9269 -1.0834 1.2718 0.0046 0.0262 -0.0599 0.19
```
Positions in Å, forces in eV/Å.

Results
- Largest force on an atom: 2.884 eV Å⁻¹
- Relative energy (zero: lowest compared OMol25 entry of this formula, charge and spin): 0.948 eV
- Molar mass: 904.534 g mol⁻¹
- LUMO (spin up / spin down): 0.5223 / 0.5213 eV
- DFT total energy: -2924.4148 hartree
- Spin multiplicity: 1


- Which value of DFT total energy does entry 1 give?
  -3443.2259 hartree